(1)
C2H4Ga | ωB97M-V with the def2-TZVPD basis set

```
! RIJCOSX wB97M-V def2-TZVPD def2/J DEFGRID3
* xyz 1 1
C -0.00389 -0.11578 -0.50356
C 0.28753 0.15781 0.82322
H -0.53146 -1.03909 -0.78244
H 0.72291 0.14967 -1.28773
H 1.16168 0.81387 0.96562
Ga -0.36761 -0.83277 2.22108
H -1.26916 0.86629 -1.43619
*
```

Computed properties:
**Kohn-Sham gap (alpha / beta)**: 0.3124 / 0.2173 Ha
**HOMO level (alpha / beta)**: -15.12 / -13.94 eV
**LUMO level (alpha / beta)**: -6.61 / -8.03 eV

---

(2)
C2H4HgMgO2 | ωB97M-V with the def2-TZVPD basis set

```
! RIJCOSX wB97M-V def2-TZVPD def2/J DEFGRID3
* xyz 1 2
O 1.84403 0.23203 0.33209
C -0.69873 0.56412 0.07918
C -1.08467 -0.72437 -0.54318
O -0.60844 -0.94185 0.78192
Hg 3.79757 1.52195 -0.32216
Mg 1.27629 -1.31997 1.16803
H -0.32375 1.32826 0.76734
H -1.48775 1.27885 -0.19057
H -0.55418 -1.02542 -1.45259
H -2.16036 -0.91359 -0.62004
*
```

Computed properties:
**Relative energy (zero: lowest compared OMol25 entry of this formula, charge and spin)**: 90.20 kcal per mole
**Kohn-Sham gap (alpha / beta)**: 0.2369 / 0.2549 Ha
**HOMO level (alpha / beta)**: -12.11 / -12.39 eV
**LUMO level (alpha / beta)**: -5.67 / -5.46 eV

---

(3)
C2H4HgO | ωB97M-V with the def2-TZVPD basis set

```
! RIJCOSX wB97M-V def2-TZVPD def2/J DEFGRID3
* xyz 0 1
H -2.12979 -1.01989 0.91300
C 1.22427 0.44896 0.07263
C 0.22810 -0.52552 -0.15529
O -1.97619 -0.49019 0.13159
Hg -1.17900 1.17633 -0.01252
H 1.82475 0.42269 0.99491
H 1.69205 0.95794 -0.78279
H 0.31581 -0.97032 -1.16153
*
```

Computed properties:
**Relative energy (zero: lowest compared OMol25 entry of this formula, charge and spin)**: 93.52 kcal per mole
**Kohn-Sham gap (alpha / beta)**: 0.2996 / 0.2321 Ha
**HOMO level (alpha / beta)**: -9.05 / -7.22 eV
**LUMO level (alpha / beta)**: -0.90 / -0.90 eV

---

(4)
C2H4I2 | ωB97M-V with the def2-TZVPD basis set

```
! RIJCOSX wB97M-V def2-TZVPD def2/J DEFGRID3
* xyz 0 1
C -0.35897 -0.28209 0.79702
C -0.12088 0.35189 -0.53643
I -0.71460 -0.70408 -2.29672
I 2.78677 0.50712 -0.75491
H -0.12961 -1.37851 0.67985
H 0.20412 0.00221 1.58711
H -1.33258 0.14332 1.20411
H -0.33425 1.36014 -0.68003
*
```

Computed properties:
**Relative energy (zero: lowest compared OMol25 entry of this formula, charge and spin)**: 46.76 kcal per mole
**Kohn-Sham gap (alpha / beta)**: 0.2513 / 0.2755 Ha
**HOMO level (alpha / beta)**: -8.88 / -9.07 eV
**LUMO level (alpha / beta)**: -2.04 / -1.57 eV

---

(5)
C2H4I2 | ωB97M-V with the def2-TZVPD basis set

```
! RIJCOSX wB97M-V def2-TZVPD def2/J DEFGRID3
* xyz 0 1
C 0.81670 0.10935 0.42521
C -0.48261 -0.15979 -0.34904
I -1.68774 1.67241 -0.02200
I -1.66830 -1.78172 -0.01924
H 1.32395 1.03941 0.23605
H 0.74514 -0.05441 1.44415
H 1.47990 -0.72453 0.21939
H -0.52704 -0.10072 -1.93453
*
```

Computed properties:
**Relative energy (zero: lowest compared OMol25 entry of this formula, charge and spin)**: 56.72 kcal per mole
**Kohn-Sham gap**: 0.3290 Ha
**HOMO level**: -9.14 eV
**LUMO level**: -0.18 eV

---

(6)
C2H4I2 | ωB97M-V with the def2-TZVPD basis set

```
! RIJCOSX wB97M-V def2-TZVPD def2/J DEFGRID3
* xyz 0 3
C -0.12450 -0.06405 0.42407
C 1.15064 0.00330 -0.32549
I 2.34737 -1.74922 -0.19775
I 2.23781 1.81119 -0.01477
H -0.69439 -0.96177 0.17716
H 0.11622 -0.10022 1.49215
H -0.73622 0.81912 0.24205
H 1.01604 0.12394 -2.16381
*
```

Computed properties:
**Relative energy (zero: lowest compared OMol25 entry of this formula, charge and spin)**: 68.38 kcal per mole
**Kohn-Sham gap (alpha / beta)**: 0.2570 / 0.2577 Ha
**HOMO level (alpha / beta)**: -7.08 / -9.54 eV
**LUMO level (alpha / beta)**: -0.09 / -2.53 eV